Molecular formula: C33H32OP2Ru
Method: DFT, the ωB97M-V functional and the def2-TZVPD basis

The max |F| comes out at 0.027 hartree/bohr. The calculation puts the energy relative to the best compared isomer or geometry (same formula, charge and spin) at 0.0 kcal per mole. As for the multiplicity: 5. For the LUMO energy (spin up / spin down), the calculation gives -5.5 / -7.8 eV. As for the expectation value of S²: 6.012. The calculation puts the HOMO-LUMO gap (spin up / spin down) at 8.02 / 5.71 eV. As for the total charge: +2.

Cartesian coordinates (Å):
Ru: -0.85 1.67 0.27
P: -0.37 -0.66 -1.64
P: 0.81 -0.64 1.33
O: 0.10 0.81 -1.40
C: -3.03 2.84 0.06
C: 2.81 0.90 2.19
C: -2.21 3.66 0.88
C: 1.01 -1.76 -1.86
C: -2.85 -0.88 -5.46
C: -1.09 4.27 0.28
C: -2.46 -1.63 -3.21
C: 2.31 -1.26 -1.84
C: 1.47 3.25 2.81
C: -1.40 -0.73 -3.10
C: -2.75 2.69 -1.30
C: 1.72 -4.01 4.30
C: 3.50 2.00 2.64
C: 1.83 -3.97 -2.29
C: 3.37 -2.13 -2.06
C: 2.84 3.19 2.95
C: 1.48 -3.17 2.06
C: -0.82 4.12 -1.08
C: -1.45 -1.16 -0.24
C: 3.13 -3.48 -2.27
C: 1.75 -4.22 2.93
C: -1.66 3.34 -1.88
C: 1.43 -2.74 4.81
C: -2.57 3.93 2.31
C: 1.41 0.92 2.08
C: -1.06 0.09 -4.18
C: -3.18 -1.70 -4.39
C: 1.17 -1.91 2.57
C: 0.76 -3.11 -2.10
C: 0.75 2.12 2.39
C: 1.15 -1.70 3.95
C: -1.08 -0.68 1.19
C: -1.79 0.01 -5.35
H: 1.42 -2.58 5.88
H: 4.58 1.95 2.74
H: 4.38 -1.75 -2.06
H: -2.48 -0.89 -0.51
H: 2.48 -0.21 -1.66
H: -3.42 -0.94 -6.38
H: -0.22 0.77 -4.10
H: -3.15 4.85 2.36
H: -1.68 4.08 2.93
H: -1.45 3.21 -2.93
H: -0.44 4.89 0.89
H: 1.99 -5.20 2.54
H: 3.39 4.05 3.30
H: 0.93 4.15 3.07
H: -3.91 2.37 0.49
H: -1.53 0.65 -6.19
H: -0.33 2.24 2.44
H: -1.42 -2.26 -0.24
H: -1.71 0.18 1.51
H: 3.34 0.00 1.94
H: 1.65 -5.02 -2.47
H: 1.53 -3.33 0.99
H: 1.94 -4.82 4.98
H: 0.04 4.61 -1.52
H: -4.01 -2.40 -4.48
H: 3.96 -4.15 -2.43
H: -2.73 -2.28 -2.39
H: 0.93 -0.71 4.35
H: -3.40 2.07 -1.91
H: -3.17 3.13 2.74
H: -0.25 -3.49 -2.15
H: -1.41 -1.43 1.91

Results of the Mulliken charge analysis, in e, for atoms 1 through 2: number 1, Ru, carries 0.606; number 2, P, carries 1.424

Molecular formula: C36H33Cl2N4O2SSc
Method: DFT, the ωB97M-V functional and the def2-TZVPD basis

The max |F| comes out at 0.015 hartree/bohr. The calculation puts the energy relative to the best compared isomer or geometry (same formula, charge and spin) at 28.8 kcal per mole. For the LUMO energy, the calculation gives -0.4 eV. The calculation puts the HOMO-LUMO gap at 7.22 eV.

Cartesian coordinates (Å):
Sc: 0.02 0.37 -0.23
Cl: -2.62 -2.99 5.37
Cl: -3.47 -4.83 2.99
S: 1.01 2.11 -2.09
O: -3.17 -2.36 -1.23
O: -0.29 1.09 3.97
N: -0.39 -0.58 -2.49
N: -1.43 -1.27 -0.15
N: -0.25 2.63 0.77
N: -0.70 0.26 1.84
C: -1.83 -0.86 -4.88
C: -1.62 -1.32 3.51
C: -0.40 1.19 2.75
C: 3.19 3.29 -3.18
C: 3.92 4.71 -0.93
C: 2.64 -0.27 0.28
C: 2.10 -1.43 -0.31
C: -0.53 -0.37 -4.88
C: -0.30 3.85 0.24
C: 4.69 4.81 -2.08
C: 2.51 -0.06 1.66
C: -2.17 -1.66 -1.21
C: -0.27 2.55 2.11
C: 2.80 3.90 -0.89
C: -1.62 -1.11 -2.51
C: 1.08 -3.39 2.79
C: 3.04 1.20 2.29
C: 1.45 -2.40 0.49
C: 4.30 4.10 -3.21
C: 0.15 -0.27 -3.67
C: 3.64 0.55 -0.51
C: -1.73 -1.76 1.12
C: -2.66 -3.34 2.69
C: -2.39 -2.96 1.38
C: -2.28 -2.52 3.75
C: 2.51 -1.79 -1.72
C: -0.36 5.02 1.00
C: 1.49 -2.26 1.89
C: 2.14 -0.95 3.96
C: -0.31 3.66 2.95
C: 2.43 3.17 -2.02
C: -0.35 4.92 2.38
C: 2.02 -1.09 2.47
C: -1.31 -0.94 2.21
C: -2.37 -1.25 -3.67
C: 0.87 -3.63 -0.14
H: -0.41 5.97 0.50
H: 1.62 -4.41 -0.23
H: 2.87 2.06 1.64
H: -0.04 -0.09 -5.79
H: 2.67 -0.91 -2.34
H: 0.04 -4.01 0.44
H: 4.55 -0.03 -0.61
H: 4.87 4.18 -4.13
H: -0.32 3.49 4.01
H: 3.89 1.49 -0.03
H: 1.96 -3.75 3.31
H: -2.73 -3.58 0.57
H: 3.45 -2.33 -1.67
H: 3.18 -0.74 4.22
H: 1.52 -0.12 4.31
H: 2.20 3.83 0.01
H: -0.39 5.81 2.99
H: 1.79 -2.43 -2.22
H: -0.28 3.91 -0.84
H: 0.36 -3.05 3.53
H: 1.16 0.11 -3.66
H: 4.10 1.13 2.50
H: -3.36 -1.68 -3.58
H: 0.48 -3.41 -1.13
H: 0.64 -4.22 2.26
H: -1.35 -0.69 4.33
H: 3.28 0.78 -1.51
H: 5.57 5.42 -2.09
H: 4.19 5.28 -0.05
H: -2.40 -0.94 -5.79
H: 1.83 -1.84 4.48
H: 2.90 2.74 -4.06
H: 2.54 1.40 3.24

Results of the Mulliken charge analysis, in e, for atoms 1 through 2: number 1, Sc, carries -0.081; number 2, Cl, carries -0.215

Molecular formula: C12H8MgN4O3Te
Method: DFT, the ωB97M-V functional and the def2-TZVPD basis

The max |F| comes out at 0.008 hartree/bohr. The calculation puts the energy relative to the best compared isomer or geometry (same formula, charge and spin) at 17.6 kcal per mole. For the LUMO energy, the calculation gives -0.4 eV. The calculation puts the HOMO-LUMO gap at 7.57 eV.

Cartesian coordinates (Å):
Te: -1.51 2.59 0.96
Mg: 0.04 0.20 0.28
O: 3.10 -1.52 2.38
O: 1.22 3.11 0.04
O: 0.49 -2.34 3.45
N: 0.38 2.27 0.20
N: 0.96 -0.97 1.61
N: -1.59 -1.11 0.85
N: 2.02 -0.01 -0.65
C: -2.86 -1.16 0.43
C: -2.21 -2.41 2.76
C: -3.85 -1.83 1.12
C: 4.26 -0.36 0.11
C: -1.27 -1.73 2.00
C: 0.19 -1.70 2.47
C: -3.52 -2.46 2.31
C: 2.33 -1.05 1.58
C: 4.75 0.17 -1.07
C: 2.89 -0.44 0.29
C: 2.50 0.50 -1.78
C: 3.86 0.61 -2.04
H: -4.86 -1.84 0.73
H: -1.89 -2.87 3.68
H: 4.19 1.04 -2.97
H: 1.78 0.85 -2.50
H: -3.09 -0.62 -0.48
H: 5.81 0.25 -1.23
H: 4.89 -0.72 0.91
H: -4.28 -2.98 2.88

Results of the Mulliken charge analysis, in e, for atoms 1 through 2: number 1, Te, carries -0.167; number 2, Mg, carries 0.618

Molecular formula: C42H74F6O30
Method: DFT, the ωB97M-V functional and the def2-TZVPD basis

As for the structure (SMILES): O=C1OC[C@@H](F)O1.O=C1OC[C@@H](F)O1.O=C1OC[C@@H](F)O1.O=C1OC[C@@H](F)O1.O=C1OC[C@@H](F)O1.O=C1OC[C@@H](F)O1.COCCOCCOC.COCCOCCOC.COCCOCCOC.COCCOCCOC. The max |F| comes out at 0.093 hartree/bohr. For the LUMO energy, the calculation gives 0.4 eV. The calculation puts the HOMO-LUMO gap at 9.60 eV.

Cartesian coordinates (Å):
F: -0.30 -0.53 1.35
F: -1.20 2.49 -6.26
F: 5.89 0.01 4.63
F: -4.21 5.91 2.46
F: 3.37 6.30 1.16
F: -2.56 -1.04 -0.29
O: -0.97 -4.94 -0.47
O: -1.60 7.77 2.08
O: 0.42 -6.08 -6.80
O: -5.41 -7.15 -1.81
O: 3.12 -0.41 7.46
O: 0.48 1.90 -7.65
O: 4.24 1.53 4.10
O: 0.60 5.09 -2.59
O: -1.22 6.45 -0.53
O: -3.94 -5.40 -0.19
O: 1.17 -4.02 -4.50
O: 0.69 -0.07 -2.54
O: -3.01 1.81 3.67
O: 0.79 -6.43 -9.84
O: 3.50 -0.42 3.27
O: 2.05 4.11 4.78
O: 3.20 5.06 3.03
O: 3.37 1.45 2.02
O: -1.87 3.41 2.40
O: -2.88 1.13 0.29
O: -4.67 0.65 -0.74
O: 0.35 1.43 -0.83
O: 2.62 1.19 -8.29
O: -3.74 3.98 3.41
O: 1.12 4.40 2.69
O: 1.12 -0.57 -0.35
O: 1.03 0.49 5.58
O: 1.71 0.81 -6.25
O: -3.91 2.75 -0.89
O: 5.88 -1.65 7.41
C: -2.25 4.65 1.81
C: -2.89 2.96 3.20
C: 4.77 -2.18 8.10
C: -0.41 1.50 -6.65
C: -1.84 -4.54 0.58
C: -1.34 8.57 3.22
C: 2.12 0.54 7.81
C: -3.23 5.18 2.88
C: 1.01 -7.27 -7.44
C: 3.74 -0.64 4.65
C: -2.02 7.66 -0.36
C: 1.37 5.24 1.61
C: 0.82 0.01 0.85
C: 1.33 -4.97 -6.74
C: -3.85 1.60 -0.49
C: -3.19 -0.22 0.54
C: -0.58 -4.07 -1.47
C: 1.51 1.36 6.67
C: 2.13 4.45 3.62
C: -3.33 -4.26 0.19
C: 1.71 1.33 -7.46
C: 0.24 1.06 4.49
C: 1.44 -2.86 -3.71
C: -1.42 8.41 0.80
C: 0.59 1.22 -5.50
C: 4.69 0.51 4.96
C: 0.56 1.47 0.55
C: -0.15 -7.35 -10.38
C: -5.93 -6.65 -0.57
C: 1.02 -3.78 -5.83
C: -5.33 -5.28 -0.21
C: 1.71 4.08 -2.61
C: 3.67 -1.20 8.51
C: -4.66 -0.37 0.25
C: 2.90 5.14 1.62
C: 6.79 -2.62 6.95
C: 1.64 -7.07 -8.89
C: 3.60 0.88 3.09
C: 0.74 0.23 -1.34
C: -5.89 -8.43 -2.09
C: -1.61 5.75 -1.73
C: -0.55 4.63 -1.97
H: 0.59 -2.18 -3.69
H: -0.26 0.23 3.98
H: 7.52 -2.14 6.30
H: -1.67 -5.38 1.25
H: 1.68 -2.97 -6.17
H: 0.06 -3.24 -1.15
H: -1.39 7.97 4.13
H: -1.39 -3.68 -2.08
H: 2.60 4.67 -2.80
H: -3.90 -3.85 1.02
H: 1.83 3.56 -1.66
H: 1.39 2.17 0.70
H: -5.59 -4.57 -0.99
H: -0.48 1.76 4.91
H: -7.01 -6.55 -0.65
H: 3.14 4.30 0.97
H: -2.60 5.29 -1.61
H: -5.55 -9.21 -1.42
H: -1.04 0.62 -6.80
H: -1.48 -3.61 1.02
H: -3.36 -3.60 -0.68
H: 4.30 -2.95 7.49
H: 2.39 -6.28 -8.81
H: 0.82 1.58 3.73
H: -1.01 3.85 -2.59
H: 1.52 3.37 -3.42
H: 2.47 1.20 8.61
H: 2.30 -2.26 -4.02
H: 1.37 -4.57 -7.75
H: 2.82 -0.65 5.23
H: 1.01 4.83 0.67
H: -0.36 4.08 -1.04
H: 1.68 -3.09 -2.68
H: 0.18 -7.97 -7.56
H: 2.36 1.94 6.29
H: -2.94 -0.55 1.55
H: 0.22 0.50 -4.77
H: 4.06 -0.45 9.19
H: -2.61 4.46 0.80
H: 7.35 -3.23 7.67
H: -2.02 8.36 -1.19
H: 1.15 6.28 1.84
H: 1.70 -7.83 -6.82
H: 6.27 -3.31 6.28
H: 0.86 2.04 -4.84
H: -2.56 5.68 3.59
H: -1.53 6.40 -2.60
H: -0.34 8.50 0.72
H: -5.71 -4.90 0.74
H: 4.67 0.71 6.03
H: 2.87 -1.72 9.03
H: 2.29 -5.33 -6.37
H: 5.20 -2.60 9.01
H: 0.74 2.05 6.98
H: -1.82 9.54 3.31
H: -0.22 1.89 1.20
H: -1.81 9.42 0.91
H: -3.05 7.35 -0.16
H: 2.05 -8.05 -9.14
H: 4.18 -1.63 4.62
H: -0.01 -3.48 -6.03
H: -4.90 -1.34 -0.18
H: -6.94 -8.47 -1.79
H: -0.78 -7.88 -9.68
H: -5.74 -7.33 0.26
H: -5.25 -0.13 1.13
H: 0.15 -4.52 -2.14
H: -5.85 -8.74 -3.14
H: -0.31 8.89 3.07
H: 0.38 -8.01 -11.08
H: -0.92 -6.74 -10.84
H: -1.51 5.44 1.67
H: 1.29 0.14 8.40
H: 1.59 -0.16 1.60

Results of the Mulliken charge analysis, in e, for atoms 1 through 2: number 1, F, carries -0.180; number 2, F, carries -0.262

Molecular formula: CH6NPS
Method: DFT, the ωB97M-V functional and the def2-TZVPD basis

The max |F| comes out at 0.064 hartree/bohr. The calculation puts the energy relative to the best compared isomer or geometry (same formula, charge and spin) at 90.7 kcal per mole. For the LUMO energy (spin up / spin down), the calculation gives -2.3 / -2.2 eV. The calculation puts the HOMO-LUMO gap (spin up / spin down) at 6.74 / 6.70 eV.

Cartesian coordinates (Å):
S: -1.95 -1.11 -3.11
P: -0.65 -0.53 -0.17
N: -0.53 0.93 -0.87
C: 0.57 -0.42 1.22
H: -1.85 -0.14 0.69
H: 0.50 0.55 1.64
H: -0.09 1.53 -0.18
H: -0.22 1.26 -1.78
H: 0.47 -1.18 1.95
H: 1.54 -0.31 0.80

Results of the Mulliken charge analysis, in e, for atoms 1 through 2: number 1, S, carries -0.124; number 2, P, carries 0.106

Molecular formula: C63H72O3
Method: DFT, the ωB97M-V functional and the def2-TZVPD basis

As for the structure (SMILES): c1ccccc1.c1ccccc1.c1ccccc1.c1ccccc1.c1ccccc1.c1ccccc1.c1ccccc1.c1ccccc1.c1ccccc1.CC(C)=O.CC(C)=O.CC(C)=O. The max |F| comes out at 0.058 hartree/bohr. The calculation puts the energy relative to the best compared isomer or geometry (same formula, charge and spin) at 0.0 kcal per mole. For the LUMO energy, the calculation gives 0.5 eV. The calculation puts the HOMO-LUMO gap at 9.66 eV.

Cartesian coordinates (Å):
O: 0.91 -4.94 5.70
O: -0.84 2.69 4.67
O: -2.17 -5.12 -0.13
C: -4.86 2.38 -1.09
C: -0.62 3.04 -3.85
C: 2.39 6.91 0.88
C: 0.06 -3.92 3.72
C: -3.70 -2.18 -4.58
C: -1.50 -1.74 -2.94
C: 5.73 -0.29 1.26
C: 1.36 6.83 -0.04
C: 1.04 1.42 -0.22
C: -3.23 1.21 0.78
C: 0.30 0.96 1.99
C: 4.88 -2.45 1.91
C: -3.97 -4.12 -1.40
C: -1.35 -2.57 -4.04
C: 0.11 -0.73 0.24
C: 5.05 1.60 -2.28
C: -0.11 3.62 -5.02
C: 0.91 1.81 1.08
C: 1.34 5.75 -0.96
C: 4.44 0.16 1.15
C: 3.15 -3.91 -3.28
C: -4.62 1.00 0.82
C: -2.89 -1.41 4.38
C: -1.19 1.82 -3.95
C: 4.35 2.65 -2.90
C: -2.75 -1.16 -2.58
C: -2.32 -1.02 6.68
C: -2.47 -2.82 -4.83
C: 3.04 -3.58 -1.93
C: -0.69 1.66 -6.32
C: -2.89 -2.26 7.05
C: 1.76 -2.76 5.26
C: -2.31 -0.64 5.37
C: 3.10 2.46 -3.43
C: 0.93 -4.70 -1.76
C: 2.10 -4.66 -3.90
C: -2.70 3.49 3.57
C: 4.54 0.28 -2.29
C: 3.36 -0.68 1.40
C: 5.95 -1.62 1.64
C: -1.26 3.57 3.91
C: 0.67 0.21 -0.68
C: -5.42 1.59 -0.08
C: 3.36 4.87 -0.01
C: -3.41 -3.07 6.06
C: -2.89 -4.16 -0.33
C: -1.19 1.14 -5.15
C: 3.33 0.06 -2.91
C: -0.09 2.95 -6.24
C: 1.98 -4.03 -1.16
C: -0.15 -0.30 1.54
C: 1.00 -5.02 -3.12
C: 2.60 1.16 -3.47
C: -2.78 -3.00 0.65
C: -0.45 4.64 3.23
C: 0.95 -3.99 4.96
C: -3.49 2.59 -1.12
C: -3.86 -1.38 -3.40
C: -3.52 -2.56 4.74
C: 3.58 -1.98 1.83
C: 3.39 5.90 0.91
C: 2.32 4.78 -0.95
C: -2.65 2.03 -0.16
H: -4.84 -0.89 -3.23
H: -4.51 -2.33 -5.27
H: -0.45 -1.13 2.23
H: 5.03 -3.56 2.11
H: 4.87 3.55 -3.10
H: -0.24 4.45 2.21
H: 2.80 -2.74 2.03
H: -4.12 -5.16 -1.63
H: -5.45 2.75 -1.94
H: -0.36 -4.85 3.43
H: -0.85 1.18 -7.32
H: 0.06 -4.90 -1.17
H: -3.56 -3.54 -2.20
H: -2.54 0.76 1.53
H: -6.51 1.48 -0.06
H: -3.29 3.94 4.39
H: -0.11 -1.73 -0.09
H: 2.62 3.34 -3.81
H: -5.02 0.39 1.62
H: 1.22 2.79 1.47
H: -0.83 5.63 3.30
H: 1.98 -3.78 -0.09
H: 0.14 -5.64 -3.49
H: 1.45 2.13 -0.90
H: -2.80 -1.06 3.32
H: -3.58 -3.05 1.38
H: -0.41 -3.12 -4.23
H: 0.19 1.24 3.02
H: -1.77 0.31 5.09
H: -2.70 -0.43 -1.76
H: 0.61 7.63 -0.08
H: 0.28 3.40 -7.16
H: 0.30 4.65 -4.92
H: -2.74 -1.98 0.25
H: 4.15 4.09 0.09
H: 2.02 -4.99 -4.94
H: -1.83 -3.13 1.16
H: 0.50 4.57 3.73
H: 2.34 7.63 1.69
H: 2.52 -2.54 4.53
H: -4.84 -3.60 -1.08
H: 2.37 -0.26 1.26
H: 0.64 -3.53 2.84
H: 4.13 5.97 1.70
H: 4.01 -3.48 -3.71
H: -0.73 -3.16 3.88
H: 1.60 0.90 -3.83
H: -3.81 -4.03 6.32
H: 5.13 -0.58 -1.89
H: -3.92 -3.23 4.01
H: 2.28 3.94 -1.60
H: 6.93 -2.03 1.79
H: -2.00 -0.40 7.46
H: -2.90 -2.61 8.09
H: 6.03 1.80 -1.85
H: -0.65 -1.35 -2.35
H: -0.57 3.57 -2.92
H: -1.57 1.29 -3.09
H: 0.90 -0.04 -1.71
H: -2.31 -3.51 -5.68
H: 6.60 0.31 1.23
H: 2.17 -2.75 6.21
H: -3.00 3.13 -1.95
H: 3.85 -2.99 -1.48
H: 0.48 5.65 -1.67
H: 2.91 -0.96 -2.98
H: -1.76 0.19 -5.20
H: 1.06 -1.94 5.19
H: -3.04 2.45 3.54
H: -1.59 2.13 -0.14
H: -3.01 4.06 2.71
H: 4.34 1.18 0.87

Results of the Mulliken charge analysis, in e, for atoms 1 through 2: number 1, O, carries -0.582; number 2, O, carries -0.602

Molecular formula: C4H6OS3
Method: DFT, the ωB97M-V functional and the def2-TZVPD basis

As for the structure (SMILES): CS[C@H](C=S)OC=S. The max |F| comes out at 0.042 hartree/bohr. The calculation puts the energy relative to the best compared isomer or geometry (same formula, charge and spin) at 33.2 kcal per mole. For the LUMO energy, the calculation gives -0.8 eV. The calculation puts the HOMO-LUMO gap at 8.33 eV.

Cartesian coordinates (Å):
S: 1.67 2.35 0.10
S: -3.38 0.05 0.15
S: 1.50 -1.49 -0.68
O: -0.82 -0.45 0.00
C: 1.39 -2.21 0.97
C: 1.04 0.96 0.51
C: -1.87 0.33 -0.35
C: 0.46 -0.04 -0.47
H: 0.40 0.36 -1.51
H: 0.36 -2.32 1.32
H: -1.67 1.13 -1.03
H: 0.95 0.65 1.54
H: 1.85 -3.27 0.90
H: 1.96 -1.69 1.72

Results of the Mulliken charge analysis, in e, for atoms 1 through 2: number 1, S, carries -0.209; number 2, S, carries -0.248

Asked for energy across the records above, the calculation gives -57931.92011 -104509.47252 -37415.57842 -122473.95287 -22744.84400 -72639.28860 -38796.66130 eV in order.